A molecular structure, C26H74InN4NaO13S at a distorted geometry. Source: the OMol25 dataset; level of theory: ωB97M-V/def2-TZVPD.

Values from the calculation:
Kohn-Sham gap (spin up / spin down)   3.25 / 1.87 eV
HOMO energy (spin up / spin down)   -0.5511 / -0.5511 Ha
Largest force on an atom   5.10 eV/A
Net charge   +3
Total energy   -81131.41833 eV
2S+1   2

Last column: Löwdin charge in e.
Geometry (Å):
In1 -0.3185 4.1279 -0.8770  1.114
Na1 -3.0519 0.5202 -0.6997  0.537
S1 0.2325 0.6893 -0.1982  0.243
O1 -0.7373 1.0912 -1.2423  -0.428
O2 1.0585 -0.4292 -0.6272  -0.302
O3 1.0618 1.8454 0.0171  -0.421
O4 -0.5974 0.4284 0.9871  -0.383
C1 2.3521 2.8284 -5.1801  0.020
C2 1.2877 3.2263 -4.1688  -0.336
C3 0.0506 2.3482 -4.3161  -0.137
O5 -1.0902 2.8833 -3.6164  -0.295
C4 -2.3926 2.4432 -3.9674  -0.069
N1 1.9150 3.1343 -2.8717  0.298
H1 2.6269 1.7737 -5.1597  0.110
H2 3.2497 3.4417 -5.2602  0.112
H3 1.8970 3.0541 -6.1444  0.120
H4 1.0804 4.2960 -4.1952  0.168
H5 0.1250 1.3321 -3.9288  0.127
H6 -0.2311 2.1161 -5.3432  0.146
H7 -2.5337 2.1605 -5.0105  0.108
H8 -3.1962 3.1234 -3.6851  0.101
H9 -2.5840 1.5169 -3.4258  0.056
H10 2.7330 3.7162 -2.9834  0.152
H11 2.2346 2.2011 -2.6547  0.091
C5 -3.5688 -3.3966 1.3609  -0.009
C6 -2.8306 -2.1782 1.7660  -0.396
C7 -1.6841 -2.4001 2.6906  -0.085
O6 -2.0487 -2.9766 4.0152  -0.015
C8 -2.5405 -1.9204 4.8378  -0.025
N2 -2.3178 -1.5606 0.5727  0.169
H12 -4.5167 -3.1614 0.8768  0.104
H13 -3.9088 -4.0760 2.1425  0.109
H14 -2.9939 -4.0146 0.6713  0.094
H15 -3.5115 -1.5013 2.2820  0.153
H16 -1.1098 -1.4812 2.8083  0.122
H17 -1.0887 -3.2314 2.3129  0.150
H18 -2.7872 -2.3979 5.7860  0.120
H19 -3.4691 -1.4971 4.4548  0.108
H20 -1.7706 -1.1617 4.9784  0.087
H21 -1.5894 -2.1699 0.2288  0.077
H22 -1.7386 -0.7828 0.8550  0.023
C9 -2.6697 2.2272 2.7163  -0.024
C10 -2.0178 3.5412 2.4212  -0.396
C11 -1.8537 4.4657 3.6575  -0.062
O7 -1.3743 5.7635 3.2338  0.048
C12 -1.4920 6.7381 4.1821  0.004
N3 -0.6951 3.1876 1.9756  0.077
H23 -2.7949 1.6828 1.7803  0.071
H24 -3.6740 2.3881 3.1083  0.106
H25 -2.0936 1.5501 3.3469  0.093
H26 -2.5280 4.0725 1.6178  0.138
H27 -1.2146 3.9726 4.3901  0.170
H28 -2.7904 4.5934 4.2000  0.166
H29 -2.5644 6.9331 4.1769  0.156
H30 -0.9283 7.5876 3.7964  0.137
H31 -1.2057 6.4558 5.1952  0.144
H32 -0.5936 2.1868 1.8844  0.026
H33 -0.0606 3.1995 2.7613  0.104
C13 -0.8136 -2.0031 -4.3291  -0.039
C14 -2.1827 -1.5036 -3.9410  -0.394
C15 -3.3585 -2.4936 -3.9872  -0.158
O8 -3.2920 -3.1514 -5.2726  -0.189
C16 -4.0696 -4.3007 -5.3536  -0.112
N4 -2.0735 -1.0017 -2.5784  0.043
H34 -0.5605 -2.9791 -3.9150  0.088
H35 -0.0035 -1.3081 -4.1083  0.073
H36 -0.7117 -2.2461 -5.3867  0.090
H37 -2.4436 -0.6961 -4.6251  0.133
H38 -4.2867 -1.9226 -4.0094  0.125
H39 -3.3749 -3.2068 -3.1631  0.125
H40 -5.0759 -4.0628 -5.0089  0.090
H41 -3.6268 -5.1057 -4.7671  0.090
H42 -4.1447 -4.6709 -6.3761  0.099
H43 -1.8761 -1.7381 -1.9160  0.046
H44 -1.2161 -0.4691 -2.5421  0.032
C17 2.5098 -3.0511 2.8185  -0.049
C18 2.7610 -1.8043 1.9601  -0.369
O9 3.2119 -2.0278 0.7108  -0.034
H45 1.4498 -3.3041 2.7974  0.045
H46 2.7286 -2.8108 3.8589  0.074
H47 3.1288 -3.8990 2.5253  0.092
H48 3.3283 -1.0969 2.5649  0.101
H49 1.7998 -1.3167 1.7975  0.081
H50 2.6509 -1.5088 0.1298  0.040
C19 -0.2366 -5.1541 -0.5548  -0.057
C20 0.6652 -3.9401 -0.5529  -0.288
O10 -0.0998 -2.8036 -0.8918  -0.106
H51 0.3544 -6.0641 -0.4510  0.094
H52 -0.8423 -5.1712 -1.4608  0.086
H53 -0.8113 -5.1146 0.3706  0.058
H54 1.3653 -4.0725 -1.3777  0.126
H55 1.1466 -3.8762 0.4230  0.105
H56 0.4620 -2.0364 -0.7603  0.020
C21 4.1625 -1.5512 -2.8701  -0.047
C22 4.1104 -0.1023 -2.4226  -0.261
O11 2.7732 0.3625 -2.6223  -0.121
H57 5.1061 -1.9807 -2.5337  0.094
H58 3.9376 -1.6462 -3.9324  0.086
H59 3.4576 -2.2061 -2.3579  0.065
H60 4.8345 0.5789 -2.8694  0.122
H61 4.2641 0.0913 -1.3610  0.105
H62 2.2957 -0.0854 -1.9202  0.026
C23 5.0234 2.4399 2.5329  -0.090
C24 4.3556 1.7084 1.4287  -0.346
O12 3.5568 2.6297 0.7694  -0.084
H63 4.3709 2.7900 3.3328  0.071
H64 5.5671 3.3310 2.2191  0.081
H65 5.8318 1.8177 2.9167  0.084
H66 3.7979 0.8853 1.8755  0.095
H67 5.1287 1.3320 0.7589  0.114
H68 2.6595 2.3165 0.6343  0.007
C25 1.8300 0.7861 5.3889  -0.045
C26 0.7209 0.2584 4.4300  -0.285
O13 1.0645 0.7470 3.1375  -0.117
H69 2.2248 1.7834 5.1950  0.073
H70 2.7192 0.1845 5.2005  0.075
H71 1.6214 0.6640 6.4518  0.080
H72 -0.2494 0.6938 4.6689  0.080
H73 0.6843 -0.8298 4.3808  0.103
H74 0.5423 0.4066 2.4075  0.001